Entry 1:
Entry from OMol25: one molecule with the formula C3H11NSi2 at a distorted geometry (wB97M-V/def2-TZVPD).

Geometry as XYZ:
```
17
Properties=species:S:1:pos:R:3:forces:R:3
C 1.260460 -0.445079 0.655374 0.844 1.972 -3.400
C 2.157750 0.507076 -0.242906 0.087 -0.772 -0.729
C 0.388629 -1.268060 -0.280172 2.171 0.258 -0.330
N 1.433788 1.591250 -0.857489 1.627 -0.452 -1.022
Si -1.155414 -0.541912 -1.107237 0.807 0.415 -0.057
Si -2.679552 0.705150 0.189220 2.084 0.398 1.933
H 2.030531 -0.936139 1.157064 0.500 -1.681 1.394
H 0.569271 0.068811 1.250797 -0.218 1.306 1.576
H 3.044173 0.862595 0.322175 -0.587 0.466 0.098
H 2.814230 -0.133876 -1.086202 -2.107 1.381 1.751
H 1.188715 -1.575008 -0.998027 -1.234 -0.137 -0.429
H 0.264790 -2.130674 0.302009 -1.263 -1.710 0.478
H 0.563456 1.813925 -0.408862 -0.477 -0.166 0.774
H -1.754768 -1.734162 -1.664221 -0.589 -0.405 -0.443
H -1.943524 2.015064 0.853943 -0.973 -1.596 -0.950
H -2.796163 -0.317529 1.300911 -0.149 0.506 -0.087
H -4.021553 1.011881 -0.223745 -0.524 0.217 -0.558
```
Forces are in eV/Å.

Properties
**Orbital gap (spin up / spin down)**: 0.3254 / 0.2645 Eh
**Multiplicity**: 1

***

Entry 2:
Entry from OMol25: a 2-piece molecular cluster, C21H37Cl3FN3O6PS2 overall at a distorted geometry (wB97M-V/def2-TZVPD).

Geometry as XYZ:
```
74
Properties=species:S:1:pos:R:3:forces:R:3
C -2.251017 4.503928 -1.217771 0.341 0.058 0.043
C -0.743188 4.272403 -1.350610 -0.366 -0.136 0.102
C -0.391238 2.965591 -2.056064 -0.009 0.325 -0.288
O -0.056005 1.965143 -1.097145 -0.010 -0.055 0.260
C 0.956628 1.103845 -1.483331 -0.038 0.027 -0.082
C 0.947183 -0.147174 -0.534649 0.053 0.447 -0.201
C 2.046594 0.077406 0.524430 -0.217 0.091 0.221
C 1.907622 -0.697443 1.827138 0.409 -0.043 0.164
C 2.856986 -0.143943 2.909637 -0.203 -0.115 -0.285
C 2.159521 0.863962 3.820955 0.021 -0.260 -0.237
N 1.116220 0.242628 4.607029 0.052 0.161 0.070
C -0.224686 0.448333 4.445679 -0.141 0.011 -0.130
C -0.894022 -0.335680 5.344778 -0.140 -0.036 -0.035
C 0.081587 -1.040740 6.090591 -0.139 -0.083 0.112
C 1.305745 -0.658852 5.616742 0.142 -0.117 0.021
O -0.300563 -0.166075 0.157735 0.256 -0.285 0.006
C -1.306490 -1.116850 0.024165 -0.381 -0.080 0.132
S -1.880572 -1.319224 1.769765 -0.039 0.104 0.117
P -2.839457 -0.402386 -0.872084 0.296 0.660 -0.489
O -2.633789 0.679472 -1.855983 -0.073 -0.248 0.006
C -0.820210 -2.489843 -0.542150 -0.250 -0.077 0.246
C -0.220957 -3.387376 0.609921 0.574 -0.220 -0.248
N 0.671488 -4.482751 0.363756 -0.151 0.204 -0.048
N 0.105015 -2.241161 -1.736208 -0.296 0.823 -0.161
Cl -0.792544 -1.249498 -2.887927 0.013 -0.151 0.154
S 0.628215 -3.738958 -2.782042 0.766 -0.832 -1.119
C -0.722004 -4.866589 -2.640777 -0.392 0.455 -0.133
O 0.651409 -3.265973 -4.124258 -0.183 0.144 0.402
O 1.836929 -4.216957 -2.205213 -0.305 0.186 0.437
C 1.319735 -1.461872 -1.268304 0.500 -0.514 0.360
C 2.383669 -1.260073 -2.363868 0.067 0.173 0.056
C 3.628887 -2.110448 -2.233220 0.012 -0.203 -0.207
O 4.233724 -2.620436 -3.104243 -0.079 0.245 0.421
F 4.033086 -2.191340 -0.929596 -0.108 -0.042 -0.295
H -2.760278 4.332687 -2.165511 -0.045 -0.061 -0.001
H -2.669351 3.845899 -0.456203 -0.141 -0.042 -0.078
H -2.446471 5.536169 -0.935758 -0.058 -0.011 0.117
H -0.308380 4.226950 -0.351168 0.183 0.133 -0.036
H -0.296877 5.116654 -1.874591 0.087 -0.023 -0.061
H 0.436289 3.121262 -2.755273 0.157 -0.049 0.116
H -1.246843 2.611299 -2.635298 -0.007 -0.112 -0.023
H 1.925631 1.608401 -1.359319 0.135 -0.120 -0.102
H 0.884617 0.829788 -2.540487 -0.219 -0.054 -0.036
H 2.071252 1.147716 0.741451 -0.113 0.020 0.023
H 3.014120 -0.167212 0.082198 0.066 0.126 -0.106
H 0.889411 -0.638702 2.209789 -0.087 -0.101 -0.033
H 2.165944 -1.749061 1.675644 -0.124 -0.068 -0.073
H 3.236150 -0.977735 3.498136 0.087 0.080 0.140
H 3.711193 0.338622 2.430600 0.104 -0.014 0.072
H 1.668849 1.620186 3.207398 0.132 0.206 0.083
H 2.891844 1.334226 4.474783 -0.057 0.149 0.038
H -0.607883 1.130421 3.704194 0.102 0.060 -0.020
H -1.964125 -0.387225 5.450261 -0.035 0.000 0.070
H -0.099717 -1.730516 6.896289 0.030 -0.032 0.033
H 2.293154 -0.952589 5.930879 0.046 0.028 -0.030
H -3.176515 -1.542430 1.516725 -0.082 -0.089 -0.062
H -3.704248 -0.023323 0.158237 0.039 -0.134 0.131
H -3.398451 -1.594583 -1.393549 -0.094 -0.067 0.184
H -1.708807 -2.964779 -0.957074 0.096 -0.100 -0.143
H -1.095483 -3.786292 1.115146 -0.024 0.185 0.099
H 0.296750 -2.721110 1.295585 -0.188 0.017 0.113
H 0.327391 -5.277188 -0.141168 -0.021 -0.146 0.009
H 1.618114 -4.258576 0.118252 0.097 -0.029 -0.059
H -1.168123 -4.902462 -1.656526 0.224 -0.228 0.167
H -1.466488 -4.532543 -3.361882 0.038 -0.036 -0.057
H -0.285977 -5.810821 -2.961409 -0.009 -0.125 0.118
H 1.764649 -2.133785 -0.532128 -0.213 -0.027 0.099
H 2.729833 -0.226839 -2.309551 0.071 -0.026 -0.038
H 2.010318 -1.400920 -3.375010 -0.084 0.039 -0.014
C -4.561107 7.980604 -2.789973 0.000 0.016 -0.019
Cl -2.817765 8.268691 -2.700640 0.004 0.002 -0.007
Cl -5.044491 6.546534 -1.876739 -0.107 0.027 -0.015
H -5.072281 8.839918 -2.375075 0.017 0.007 0.039
H -4.829350 7.831594 -3.828114 0.015 -0.025 -0.013
```
Forces are in eV/Å.

Properties
**Orbital gap**: 0.2239 Eh
**Multiplicity**: 1
**Net charge**: +1